1.
The following is a DFT calculation (ωB97M-V/def2-TZVPD) of a molecular structure, C47H36F15GeN7OPS2Ti at a distorted geometry.

Output
**2S+1**: 2
**E_tot**: -7833.380703 Ha
**Energy above the lowest of the compared OMol25 structures with the same formula, charge and spin**: 95.8 kJ/mol
**Max |F|**: 3.30 eV/Å
**HOMO-LUMO gap (alpha / beta)**: 0.23453 / 0.20489 Ha
**HOMO energy (alpha / beta)**: -7.16 / -7.35 eV

Each line ends with the Mulliken charge.
CARTESIAN COORDINATES (ANGSTROEM)
Ti  0.09  0.84  -0.13  -2.360
C  -3.02  -0.86  3.84  -0.887
C  -3.14  0.25  3.02  -0.788
C  -2.02  0.78  2.40  0.068
C  -0.76  0.20  2.58  -1.005
C  -0.65  -0.91  3.43  0.001
C  -1.77  -1.43  4.05  -0.885
N  0.29  0.67  1.82  1.613
C  1.58  0.64  2.25  -0.782
C  2.02  0.68  3.58  0.122
C  3.37  0.71  3.86  -1.001
C  4.32  0.74  2.83  -0.952
C  3.92  0.72  1.51  -0.853
C  2.56  0.65  1.21  0.586
N  2.01  0.58  -0.02  3.282
N  2.78  0.55  -1.10  -1.686
C  2.06  0.57  -2.22  0.038
C  2.68  0.46  -3.48  -1.189
C  1.91  0.49  -4.61  -0.529
C  0.52  0.63  -4.48  -1.294
C  -0.03  0.73  -3.22  -0.717
N  0.70  0.71  -2.10  2.310
H  -3.89  -1.29  4.31  0.418
H  -4.10  0.70  2.85  0.481
H  -2.11  1.65  1.76  0.660
H  0.31  -1.38  3.56  0.510
H  -1.68  -2.30  4.69  0.404
H  1.29  0.72  4.38  0.509
H  3.70  0.72  4.89  0.479
H  5.37  0.79  3.08  0.441
H  4.64  0.74  0.70  0.524
H  3.75  0.34  -3.52  0.556
H  2.36  0.38  -5.59  0.518
H  -0.11  0.63  -5.35  0.537
H  -1.10  0.82  -3.10  0.425
C  -1.82  4.73  0.70  -0.947
N  -0.59  5.25  0.13  0.616
C  -0.45  6.68  0.22  -1.138
P  0.74  4.27  -0.11  -0.607
O  0.38  2.83  0.10  0.111
N  1.32  4.66  -1.61  0.515
C  0.54  5.31  -2.65  -1.052
C  2.46  3.89  -2.06  -0.967
N  2.05  4.62  0.88  0.768
C  2.06  4.08  2.23  -0.633
C  2.81  5.84  0.73  -1.026
H  -2.67  5.19  0.19  0.342
H  -1.89  4.95  1.77  0.271
H  -1.86  3.65  0.54  -0.115
H  -1.29  7.16  -0.29  0.344
H  0.48  7.00  -0.26  0.360
H  -0.45  7.02  1.26  0.262
H  -0.45  5.54  -2.27  0.374
H  0.44  4.65  -3.52  0.236
H  1.04  6.23  -2.96  0.303
H  2.83  3.28  -1.24  0.191
H  3.27  4.55  -2.40  0.363
H  2.19  3.23  -2.89  0.241
H  1.37  3.24  2.28  -0.145
H  1.76  4.83  2.96  0.358
H  3.06  3.73  2.47  0.307
H  2.73  6.19  -0.30  0.349
H  3.86  5.64  0.96  0.307
H  2.45  6.63  1.41  0.285
S  -2.09  1.64  -0.95  -0.540
C  -3.60  0.82  -0.54  0.209
C  -3.78  -0.55  -0.72  -0.670
C  -4.94  -1.15  -0.28  -0.397
C  -5.96  -0.39  0.29  -0.782
C  -5.82  0.98  0.36  -0.631
C  -4.65  1.59  -0.05  -0.320
H  -3.00  -1.14  -1.18  0.777
H  -5.06  -2.22  -0.38  0.346
H  -6.85  -0.87  0.65  0.417
H  -6.63  1.58  0.75  0.377
H  -4.53  2.66  0.02  0.397
F  1.76  -2.62  1.79  -0.039
C  1.33  -3.86  2.11  -0.017
C  0.47  -4.46  1.22  -0.869
C  0.06  -5.75  1.50  0.435
F  -0.75  -6.38  0.63  -0.337
C  0.49  -6.43  2.63  0.210
F  0.10  -7.68  2.87  -0.315
C  1.37  -5.80  3.51  0.602
F  1.81  -6.45  4.58  -0.314
C  1.79  -4.50  3.25  0.075
F  2.63  -3.90  4.10  -0.331
Ge  -0.09  -3.41  -0.40  2.707
S  -0.77  -1.42  -0.07  0.804
C  1.39  -3.76  -1.72  -0.067
C  2.37  -4.71  -1.57  0.341
F  2.37  -5.49  -0.48  -0.278
C  3.37  -4.90  -2.52  0.034
F  4.31  -5.83  -2.35  -0.300
C  3.37  -4.12  -3.67  0.603
F  4.30  -4.29  -4.60  -0.313
C  2.38  -3.15  -3.85  0.129
F  2.38  -2.41  -4.96  -0.344
C  1.42  -2.98  -2.87  -0.030
F  0.46  -2.06  -3.01  -0.456
C  -1.74  -4.28  -1.12  -0.990
C  -2.81  -4.39  -0.25  0.675
F  -2.58  -4.08  1.04  -0.366
C  -4.06  -4.80  -0.65  -0.079
F  -5.08  -4.91  0.21  -0.399
C  -4.27  -5.09  -2.00  0.768
F  -5.48  -5.47  -2.42  -0.322
C  -3.22  -4.98  -2.90  0.169
F  -3.43  -5.25  -4.19  -0.322
C  -1.97  -4.59  -2.45  0.183
F  -0.95  -4.50  -3.32  -0.260

---

2.
The following is a DFT calculation (ωB97M-V/def2-TZVPD) of 4 unconnected molecules or ions with the total composition C47H37O11P at a distorted geometry.

Output
**E_tot**: -2982.362290 Ha
**Max |F|**: 1.10 eV/Å
**HOMO-LUMO gap**: 0.31856 Ha
**HOMO energy**: -9.82 eV

Each line ends with the Mulliken charge.
CARTESIAN COORDINATES (ANGSTROEM)
O  0.41  6.90  2.60  -0.670
C  0.87  5.78  2.63  0.533
C  1.24  5.13  3.92  0.215
C  1.03  5.82  5.11  -0.590
C  1.34  5.22  6.32  -0.474
C  1.85  3.93  6.35  -0.525
C  2.07  3.24  5.17  -0.502
C  1.77  3.84  3.95  0.176
C  2.03  3.09  2.69  0.490
O  2.54  1.99  2.71  -0.686
C  1.64  3.73  1.40  0.094
C  1.84  3.03  0.22  -0.644
C  1.46  3.60  -0.99  -0.726
C  0.88  4.86  -1.02  -0.473
C  0.69  5.56  0.16  -0.711
C  1.07  5.00  1.37  0.507
H  0.62  6.82  5.07  0.475
H  1.17  5.76  7.24  0.400
H  2.08  3.46  7.29  0.406
H  2.48  2.24  5.18  0.487
H  2.29  2.05  0.25  0.805
H  1.62  3.05  -1.91  0.480
H  0.58  5.30  -1.96  0.415
H  0.25  6.55  0.15  0.494
O  -4.07  -6.45  0.96  -0.672
C  -3.18  -5.63  0.92  0.539
C  -3.41  -4.27  0.37  0.201
C  -4.68  -3.92  -0.09  -0.555
C  -4.92  -2.65  -0.57  -0.727
C  -3.89  -1.71  -0.60  -0.483
C  -2.63  -2.05  -0.16  -0.765
C  -2.38  -3.33  0.32  0.239
C  -1.01  -3.67  0.78  0.378
O  -0.11  -2.87  0.67  -0.683
C  -0.77  -5.03  1.36  -0.007
C  0.50  -5.38  1.83  -0.497
C  0.71  -6.63  2.40  -0.622
C  -0.35  -7.53  2.48  -0.526
C  -1.60  -7.20  2.00  -0.713
C  -1.82  -5.95  1.44  0.532
H  -5.47  -4.66  -0.06  0.483
H  -5.90  -2.38  -0.92  0.422
H  -4.08  -0.71  -0.97  0.673
H  -1.82  -1.33  -0.18  0.547
H  1.31  -4.67  1.77  0.822
H  1.68  -6.90  2.77  0.487
H  -0.19  -8.50  2.93  0.393
H  -2.42  -7.90  2.06  0.479
O  -4.74  1.71  -2.79  -0.675
C  -4.45  2.22  -3.85  0.446
C  -5.07  3.51  -4.28  0.145
C  -5.99  4.13  -3.45  -0.487
C  -6.55  5.34  -3.82  -0.486
C  -6.21  5.92  -5.03  -0.472
C  -5.31  5.30  -5.88  -0.570
C  -4.74  4.09  -5.51  0.134
C  -3.78  3.42  -6.44  0.582
O  -3.53  3.91  -7.53  -0.658
C  -3.14  2.15  -6.00  0.419
C  -2.22  1.53  -6.82  -0.698
C  -1.59  0.37  -6.41  -0.420
C  -1.89  -0.18  -5.17  -0.709
C  -2.82  0.43  -4.35  -0.570
C  -3.45  1.59  -4.75  0.183
H  -6.24  3.67  -2.50  0.477
H  -7.26  5.82  -3.17  0.407
H  -6.64  6.87  -5.32  0.399
H  -5.03  5.75  -6.82  0.476
H  -1.99  1.97  -7.79  0.495
H  -0.87  -0.12  -7.06  0.394
H  -1.40  -1.09  -4.85  0.454
H  -3.06  0.01  -3.38  0.739
C  5.49  0.23  0.20  -0.594
O  4.24  -0.12  -0.34  -0.330
C  3.93  -1.49  -0.23  -0.676
C  3.31  -1.84  1.12  -0.177
O  3.90  -2.97  1.74  -0.089
C  4.74  -2.68  2.84  -0.581
C  5.04  -3.94  3.62  -0.611
P  5.47  -5.39  2.65  0.812
O  5.72  -6.54  3.50  -0.721
O  6.77  -5.02  1.83  -0.531
O  4.31  -5.70  1.62  -0.569
H  5.81  -0.45  0.98  0.200
H  5.42  1.22  0.64  0.233
H  6.26  0.25  -0.57  0.279
H  3.19  -1.68  -1.01  0.290
H  4.79  -2.12  -0.43  0.426
H  2.27  -2.06  0.98  0.020
H  3.37  -0.96  1.75  0.420
H  5.66  -2.23  2.49  0.270
H  4.26  -1.96  3.48  0.461
H  5.92  -3.74  4.21  0.370
H  4.25  -4.24  4.30  0.331
H  6.57  -4.61  0.97  0.355
H  3.94  -4.90  1.22  0.487

---

Which of these has the highest max |F|?
C47H36F15GeN7OPS2Ti

---

Among the records above, which one has the lowest max |F|?
C47H37O11P

---

Which value of max |F| does entry 2 give?
1.10 eV/Å